# C38H34FeNO4P2S4

C38H34FeNO4P2S4 as an isolated structure (ωB97M-V/def2-TZVPD, the Open Molecules 2025 dataset).

Calculated values
- LUMO energy (spin up / spin down) (Ha) = 0.0036 / -0.0465
- HOMO energy (spin up / spin down) (eV) = -8.2 / -8.3
- gap between HOMO and LUMO (spin up / spin down) (eV) = 8.3 / 7.0
- F_max (eV/Å) = 0.66
- relative energy (zero: lowest compared OMol25 entry of this formula, charge and spin) (kcal/mol) = 0.0
- spin multiplicity = 6

```
84
Properties=species:S:1:pos:R:3:mulliken_spin:R:1
Fe 0.62715 0.47001 -0.43356 4.0396
S -1.66949 1.19631 0.44420 0.1806
P -1.61529 -0.80655 0.74367 -0.0300
C -0.16496 -1.29191 0.02433 0.4154
P 0.70021 -2.28296 -1.03074 -0.0457
S 1.93702 -0.97659 -1.96511 0.1893
C 1.61796 -3.54009 -0.09271 0.0113
C 2.98089 -3.40439 0.13982 0.0025
C 3.63748 -4.30083 0.97231 -0.0005
C 2.93562 -5.33260 1.57460 0.0053
C 1.57232 -5.47252 1.34526 0.0003
C 0.91495 -4.57945 0.51759 0.0129
C -0.31732 -3.18953 -2.21613 0.0359
C -1.41786 -2.52967 -2.75496 -0.0121
C -2.21626 -3.16007 -3.69359 0.0002
C -1.91207 -4.45050 -4.10524 0.0020
C -0.80369 -5.10401 -3.58632 0.0007
C -0.00330 -4.47471 -2.64571 -0.0003
C -3.10588 -1.62861 0.11723 0.0094
C -3.27500 -2.98329 0.39427 -0.0009
C -4.34052 -3.67534 -0.15373 0.0023
C -5.24437 -3.01629 -0.97797 0.0028
C -5.08264 -1.66581 -1.24792 0.0018
C -4.01309 -0.97001 -0.70262 -0.0030
C -1.58953 -1.21509 2.51454 -0.0258
C -2.61122 -0.76591 3.34882 0.0029
C -2.59166 -1.08047 4.69627 0.0044
C -1.55393 -1.84478 5.21741 0.0005
C -0.53719 -2.29283 4.39030 0.0069
C -0.55357 -1.97710 3.03795 0.0466
H 3.52689 -2.60334 -0.34117 0.0001
H 4.70016 -4.19313 1.14413 0.0000
H 3.44923 -6.03239 2.22045 0.0004
H 1.02256 -6.27975 1.81159 0.0000
H -0.15002 -4.68925 0.34418 -0.0060
H -1.64659 -1.51734 -2.44104 0.0003
H -3.07465 -2.64280 -4.10068 -0.0001
H -2.53557 -4.94553 -4.83775 0.0001
H -0.55869 -6.10499 -3.91557 -0.0001
H 0.86207 -4.98796 -2.24608 -0.0003
H -2.57101 -3.49587 1.04113 -0.0019
H -4.46859 -4.72805 0.06067 0.0000
H -6.07787 -3.55754 -1.40623 0.0002
H -5.79114 -1.15024 -1.88267 0.0001
H -3.87459 0.08340 -0.91307 -0.0028
H -3.41505 -0.16365 2.94143 0.0063
H -3.38283 -0.72844 5.34430 0.0002
H -1.53935 -2.08778 6.27186 0.0000
H 0.27123 -2.88843 4.79447 0.0005
H 0.23689 -2.32259 2.38123 -0.0073
N 1.78840 0.89642 1.34871 0.1138
C 2.68029 2.01984 1.17587 -0.0401
C 3.67523 1.95782 0.20730 0.0163
C 4.30461 3.12961 -0.18481 -0.0048
C 3.91286 4.34266 0.36392 0.0055
C 3.02669 4.37469 1.42487 0.0017
C 2.40377 3.20621 1.83603 0.0077
S 4.31364 5.87676 -0.49056 -0.0004
O 3.17333 5.93855 -1.41350 0.0010
O 4.29072 6.89597 0.53414 0.0001
O 5.58382 5.63532 -1.13696 0.0001
H 2.22645 0.06427 1.73408 -0.0001
H 1.04510 1.16253 1.99338 -0.0095
H 3.90058 1.01464 -0.28231 -0.0018
H 5.04718 3.12897 -0.97225 -0.0002
H 2.78645 5.32957 1.87392 -0.0001
H 1.65255 3.23163 2.61781 0.0012
C 1.43798 4.03204 -3.21631 0.0050
S 1.36862 3.48303 -1.51677 0.0170
O 0.69632 2.09702 -1.65243 0.0373
C 0.08829 4.55737 -0.90943 0.0046
C -1.25364 4.23127 -1.03512 -0.0006
C -2.19987 5.10738 -0.53274 -0.0014
C -1.79993 6.29440 0.06919 0.0002
C -0.45459 6.61212 0.17753 -0.0001
C 0.50537 5.73447 -0.30620 0.0007
H 0.43776 4.01474 -3.64161 0.0001
H 2.10252 3.34110 -3.73308 -0.0003
H 1.89631 5.02210 -3.21338 0.0005
H -1.54062 3.29314 -1.49191 0.0012
H -3.25153 4.86721 -0.60928 0.0000
H -2.54649 6.97628 0.45461 0.0000
H -0.14839 7.54158 0.63663 0.0001
H 1.56236 5.97057 -0.25277 0.0002
```

***

# CH4N3OS

An isolated ion of composition CH4N3OS and charge +1 at a distorted geometry (ωB97M-V/def2-TZVPD, the Open Molecules 2025 dataset).

Calculated values
- LUMO energy (Ha) = -0.3035
- HOMO energy (eV) = -15.5
- gap between HOMO and LUMO (eV) = 7.2
- F_max (eV/Å) = 3.81
- net charge = +1
- relative energy (zero: lowest compared OMol25 entry of this formula, charge and spin) (kcal/mol) = 91.9

```
10
Properties=species:S:1:pos:R:3:mulliken_charge:R:1
C 0.59632 0.62751 -0.78793 0.7382
N -0.68368 0.14032 -0.49222 -0.1631
N 1.52800 0.29945 0.10642 -0.4493
N -0.92589 -0.50557 0.72695 -0.3073
O 0.80113 1.37806 -1.70789 -0.4389
S 0.41995 -1.73153 1.11847 0.2291
H -1.46199 0.50587 -1.02920 0.2706
H 2.49910 0.16708 -0.14495 0.3155
H -0.96074 0.15399 1.53302 0.3927
H -1.81220 -1.03516 0.67733 0.4124
```

***

# C36H68Cl2N5O6

A 4-piece molecular cluster, C36H68Cl2N5O6 overall at a distorted geometry (ωB97M-V/def2-TZVPD, the Open Molecules 2025 dataset).

Calculated values
- LUMO energy (Ha) = -0.0900
- HOMO energy (eV) = -10.5
- gap between HOMO and LUMO (eV) = 8.1
- F_max (eV/Å) = 4.68
- net charge = +1

```
117
Properties=species:S:1:pos:R:3:mulliken_charge:R:1
C 0.79475 -4.96178 5.03471 -0.6328
C 0.21270 -5.57918 3.99552 -0.2371
C -1.27513 -5.28530 3.70470 0.4931
O -2.04038 -5.01800 4.53828 -0.4483
O -1.63411 -5.36881 2.35003 -0.1239
C -2.51435 -4.23884 2.10535 -0.8297
C -2.69386 -4.07841 0.59898 -0.7140
C -1.39011 -3.62968 -0.14314 -0.8733
C -1.38371 -2.10434 -0.45234 -0.0087
C -2.52001 -1.70160 -1.42985 -0.8308
C -2.12711 -1.27527 -2.86865 -1.7086
C -1.53899 0.13940 -3.04340 -0.9464
O -2.09876 0.94800 -2.00874 -0.3996
C -2.12692 2.33021 -2.35346 1.0989
C -3.45129 2.71808 -3.05993 -0.6511
C -4.45626 3.13548 -1.95225 -0.8683
C -4.17742 4.56717 -1.39639 -0.6882
C -3.77076 4.53223 0.10297 -0.2201
C -3.62561 5.94895 0.73359 -1.1728
C -0.84640 2.75840 -3.13364 -1.7018
N 0.31448 1.79599 -3.00276 0.2295
C 0.89599 2.10006 -1.69323 -0.2258
Cl 0.20756 1.54677 -0.17482 -0.0061
C 1.95486 2.87384 -1.59585 0.6921
C 2.66205 3.52205 -2.77022 -1.1971
Cl 2.65210 3.27138 -0.04160 -0.0531
C -0.01484 0.34363 -3.32158 1.0861
C 0.11370 0.01038 -4.85826 -0.7849
C -0.27177 1.09646 -5.84575 -0.6789
N -0.92789 0.82677 -6.88060 -0.6401
C 1.02650 -0.59388 -2.64488 -0.4406
C 2.51926 -0.20585 -3.00766 -1.6430
C 0.95463 -2.11422 -2.99765 -0.0331
C 2.19755 -2.85958 -2.38062 -1.6047
H 0.67045 -3.88421 5.15660 0.2588
H 1.36101 -5.58166 5.73785 0.2452
H 0.71906 -6.26077 3.30325 0.3720
H -2.21771 -3.32294 2.63676 0.4105
H -3.50045 -4.52138 2.51260 0.3099
H -3.48287 -3.31749 0.45452 0.4167
H -3.08331 -4.99011 0.12318 0.3683
H -1.26144 -4.23968 -1.05026 0.3207
H -0.56702 -3.85771 0.55662 0.3896
H -0.36432 -1.81008 -0.72502 -0.1373
H -1.59198 -1.62471 0.52299 0.2997
H -3.17537 -0.97882 -0.92936 0.3853
H -3.15327 -2.59592 -1.57029 0.6817
H -1.62141 -2.06655 -3.43726 0.4580
H -3.11514 -1.25263 -3.36913 0.5612
H -2.04244 0.53209 -3.95692 0.5847
H -2.11979 2.88235 -1.40213 -0.1167
H -3.27999 3.58857 -3.71247 0.4176
H -3.87009 1.86395 -3.61178 0.3896
H -4.40418 2.44823 -1.09086 0.3857
H -5.49500 3.11353 -2.31132 0.5024
H -3.35255 5.08429 -1.92075 0.2898
H -5.05859 5.22506 -1.44221 0.4279
H -2.81134 4.00532 0.25811 0.0899
H -4.50915 3.98343 0.71174 0.3366
H -4.51909 6.21066 1.31831 0.3043
H -3.33752 6.73329 0.02165 0.3300
H -2.81045 5.89693 1.47526 0.3022
H -0.49923 3.69153 -2.66542 0.3799
H -1.10580 3.02969 -4.16413 0.4254
H 0.98211 2.08023 -3.73018 1.1304
H 3.48673 4.17179 -2.46476 0.4346
H 3.04170 2.81887 -3.52714 0.3098
H 1.92619 4.17665 -3.27801 0.3013
H 1.10081 -0.38018 -5.13988 0.8571
H -0.58815 -0.82195 -5.01940 0.2828
H 0.05207 2.14674 -5.70634 0.3989
H -1.03868 1.69904 -7.40628 0.3000
H 1.02351 -0.56799 -1.54400 0.9019
H 3.19416 -0.33117 -2.15753 0.3972
H 2.86075 -0.73698 -3.90666 0.4717
H 2.59576 0.86045 -3.28825 0.1260
H 0.11132 -2.64498 -2.54624 -0.1876
H 0.99228 -2.34570 -4.07102 0.4901
H 2.48571 -2.44123 -1.40495 0.3273
H 1.91370 -3.90617 -2.19003 0.4670
H 3.04477 -2.88541 -3.07613 0.3887
C 0.89562 6.92993 2.30334 0.1202
O -0.30427 6.73238 2.18747 -0.6479
N 1.65053 6.53075 3.33999 0.1803
C 3.08150 6.79826 3.41252 -0.8869
C 1.01634 5.80751 4.42649 -0.9555
H 1.47230 7.47083 1.53346 0.2966
H 3.63469 5.85267 3.47609 0.4118
H 3.29021 7.39360 4.30429 0.2880
H 3.41264 7.34736 2.53165 0.2820
H 0.55910 4.89425 4.03966 0.2450
H 0.23211 6.42474 4.86746 0.3264
H 1.75261 5.55426 5.18641 0.3697
C -0.90511 -8.41707 0.67118 0.3702
O -0.81134 -8.61808 -0.52639 -0.6421
N -0.94083 -9.37901 1.61455 0.0919
C -1.06130 -9.05768 3.01562 -0.5502
C -0.85508 -10.77084 1.20702 -0.9626
H -0.96857 -7.39510 1.08669 0.1236
H -0.18790 -9.44450 3.54730 0.3464
H -1.96417 -9.52017 3.42072 0.3792
H -1.10929 -7.98171 3.16342 -0.1637
H 0.08098 -10.93668 0.67186 0.3027
H -1.68225 -11.00551 0.53577 0.2948
H -0.89715 -11.41994 2.07893 0.3907
C 5.82699 3.97186 3.71214 0.0822
O 5.18341 4.99460 3.88657 -0.6350
N 5.49288 2.76085 4.19354 0.1261
C 6.30365 1.58260 3.95043 -0.9403
C 4.27936 2.63242 4.98357 -0.8584
H 6.76174 3.96396 3.12835 0.3095
H 5.70893 0.83434 3.42193 0.3313
H 6.63776 1.16802 4.90328 0.3462
H 7.17480 1.83356 3.34812 0.2998
H 3.42084 2.94691 4.38713 0.2263
H 4.34563 3.27811 5.86035 0.3032
H 4.14530 1.60059 5.29989 0.3746
```

***

# C7H15O3SSi

C7H15O3SSi as an isolated structure at a distorted geometry (ωB97M-V/def2-TZVPD, the Open Molecules 2025 dataset).

Calculated values
- LUMO energy (Ha) = 0.1273
- HOMO energy (eV) = -3.4
- gap between HOMO and LUMO (eV) = 6.9
- F_max (eV/Å) = 3.94
- net charge = -1
- relative energy (zero: lowest compared OMol25 entry of this formula, charge and spin) (kcal/mol) = 33.4

```
27
Properties=species:S:1:pos:R:3:mulliken_charge:R:1
C 0.13297 -2.79076 -0.69780 -0.6383
C 0.04116 -2.97606 0.82440 -0.4230
C -0.59377 -1.44407 -0.89317 -0.6083
C 0.81710 -1.81775 1.47446 -0.7851
C 0.25190 -0.36874 -0.23994 0.0286
C -1.64476 3.57053 0.34576 -1.1146
C -0.37058 2.68037 0.53646 -0.5649
O 1.54703 1.13878 -1.70325 -0.1922
O 3.05238 -0.12161 -0.18778 -0.6067
O 0.36765 -0.49196 1.14840 -0.4022
Si 0.06006 1.75353 -1.10234 0.5668
S 1.98236 -0.29727 -1.13914 0.3480
H 1.19525 -2.84504 -0.78428 0.3135
H -0.22665 -3.75269 -1.03928 0.3271
H -1.07554 -2.87213 1.25044 0.2378
H 0.45468 -3.94137 1.33325 0.3130
H -0.67772 -1.02316 -1.89278 0.3179
H -1.70094 -1.56624 -0.41447 0.1742
H 0.92858 -1.70515 2.55876 0.3624
H 1.82106 -1.86358 1.17414 0.4010
H -1.17725 4.53322 0.01728 0.2311
H -2.28108 3.07235 -0.38163 0.2869
H -2.02040 3.59760 1.33801 0.3786
H -0.59595 2.07670 1.36559 0.3066
H 0.59292 3.14085 0.94250 0.3458
H -1.30217 1.37532 -1.87943 -0.2112
H 0.42170 2.93831 -1.95414 -0.3932
```

***

# C22H47BCl3FN2O8P2S2

C22H47BCl3FN2O8P2S2 as an isolated structure at a distorted geometry (ωB97M-V/def2-TZVPD, the Open Molecules 2025 dataset).

Calculated values
- LUMO energy (Ha) = -0.0607
- HOMO energy (eV) = -4.1
- gap between HOMO and LUMO (eV) = 2.5
- F_max (eV/Å) = 5.88

```
88
Properties=species:S:1:pos:R:3:mulliken_charge:R:1
C -1.27317 4.01195 -0.44575 -1.5091
C -0.90329 2.54606 -0.85376 0.0667
C -1.14374 1.17047 0.02124 1.0563
P -2.77399 1.30109 1.09010 0.3084
O -2.54099 0.54759 2.69460 -0.5406
Cl -3.33991 3.22409 1.75251 -0.1618
C 0.13366 1.26227 1.03436 -1.1432
B 0.18287 2.39026 2.21767 1.6982
O 0.93099 3.68113 1.98787 -0.6146
O -0.29828 2.26380 3.61596 -0.5710
C 0.97302 2.36662 4.40826 -0.3965
C 0.56134 -0.05390 1.87938 -2.1261
C 0.71638 -1.26159 0.77335 -0.7531
C 2.14368 -1.04953 0.14665 -1.7610
C 2.85130 -1.92066 -1.00864 0.0690
C 4.49504 -1.94318 -0.67332 -0.6560
N 5.04015 -0.52015 -0.42435 -0.6058
P 1.02292 -2.73990 2.03275 0.3307
C 2.14879 -4.10099 1.38429 -0.6247
O 1.91780 -2.11729 3.44140 -0.6006
C -0.72477 -1.37963 0.00436 1.3628
S -0.26520 -2.97264 -0.78687 -0.1123
C -1.81115 -1.94957 1.06824 -0.2670
C -2.37273 -3.46934 1.14872 -0.4232
C -3.56681 -3.85332 0.03348 -0.6037
F -1.48975 -4.59431 1.49570 -0.3698
N -1.12983 -0.14895 -0.86084 0.9982
C -0.17740 0.06710 -2.00896 -0.1182
C 0.33754 -0.83834 -3.17715 -1.4812
C -0.39053 -0.62608 -4.68674 -0.3993
S 0.78700 -0.12095 -6.03558 1.1448
O 2.23209 -0.65170 -5.92716 -0.5713
O 0.66186 1.41326 -6.23169 -0.6147
O 0.15567 -0.81860 -7.50066 -0.4953
C -2.51199 -0.34299 -1.49458 0.5681
Cl -2.70386 -1.88576 -2.58119 -0.0301
C -3.17769 0.67558 -2.51688 -0.6173
C -4.24257 1.80784 -1.89415 -0.8812
Cl -4.38304 -0.17062 -3.73839 -0.1410
H -0.69084 4.76442 -1.17757 0.3219
H -2.41483 4.27842 -0.69207 0.2516
H -1.09390 4.45631 0.60685 0.2888
H 0.23547 2.63999 -1.23044 0.3789
H -1.46623 2.55499 -1.91217 -0.1029
H -2.67542 1.20469 3.42549 0.3793
H 1.09603 1.55898 0.38321 0.0110
H 1.11163 3.76555 1.00493 0.3315
H 0.97126 1.69876 5.36902 0.1887
H 1.20429 3.51344 4.62683 0.1348
H 1.89634 1.99673 3.74905 0.0984
H 1.66555 0.17979 2.27523 0.4766
H -0.05816 -0.30422 2.82952 0.3079
H 2.89631 -1.16393 1.08057 0.8705
H 2.44559 0.05709 -0.20954 0.1945
H 2.56203 -3.03673 -1.13221 0.1310
H 2.82285 -1.44155 -2.10216 0.0149
H 4.75073 -2.54682 0.29561 0.2053
H 5.03004 -2.47482 -1.57820 0.4344
H 5.14362 -0.33743 0.59949 0.2309
H 6.01969 -0.53966 -0.82872 0.2752
H 3.26905 -3.75402 1.33824 0.1340
H 2.12262 -4.99919 2.17096 0.4000
H 1.81892 -4.60748 0.35437 0.1570
H 1.28418 -1.91825 4.18957 0.3594
H -1.18579 -3.79978 -1.31674 0.2283
H -2.88437 -1.41758 1.05038 0.2671
H -1.54002 -1.74591 2.22054 0.2258
H -3.07633 -3.45155 2.13436 0.3680
H -4.44543 -4.47585 0.54977 0.3529
H -4.04446 -2.83269 -0.27557 0.0788
H -3.18023 -4.51756 -0.84254 0.2392
H -0.49429 0.93415 -2.77234 0.4288
H 0.80153 0.56448 -1.52758 0.2693
H 0.45448 -1.98015 -3.15286 -0.0156
H 1.44540 -0.46664 -3.46297 0.7205
H -1.27413 0.13887 -4.64365 0.0677
H -0.87867 -1.65871 -5.03621 0.5060
H 0.16542 -1.83491 -7.39163 0.3699
H -3.39419 -0.58552 -0.76326 0.8041
H -2.52969 1.27388 -3.27445 0.3083
H -4.74483 2.31451 -2.83799 0.4651
H -5.09406 1.23169 -1.31813 0.3099
H -3.71541 2.64589 -1.27968 0.0332
C 2.70129 4.95065 6.23094 -0.7237
O 2.07791 3.80616 6.46738 -0.8114
H 3.59701 5.17274 6.83562 0.2747
H 3.09718 5.10990 5.21352 0.1461
H 2.12347 5.87975 6.37299 0.2000
```

***

# C5H9N

One molecule with the formula C5H9N at a distorted geometry (ωB97M-V/def2-TZVPD, the Open Molecules 2025 dataset).

Calculated values
- LUMO energy (Ha) = 0.0399
- HOMO energy (eV) = -8.7
- gap between HOMO and LUMO (eV) = 9.8
- F_max (eV/Å) = 5.28
- relative energy (zero: lowest compared OMol25 entry of this formula, charge and spin) (kcal/mol) = 82.5
- structure (SMILES) = C=C[C@@H]1C[C@H]1N

```
15
Properties=species:S:1:pos:R:3:mulliken_charge:R:1
C -2.17359 -0.67796 -0.30144 -0.6922
C -1.52385 0.22805 0.45266 -0.2415
C -0.04212 0.39442 0.61621 -0.1759
C 0.70138 0.97340 -0.60010 -0.7526
C 0.79062 -0.42893 -0.31000 0.1133
N 2.09400 -0.82315 0.16441 -0.7298
H -3.25377 -0.78267 -0.19248 0.2815
H -1.58250 -1.49135 -0.82993 0.1573
H -1.99818 1.10268 0.97346 0.2835
H 0.28205 0.71002 1.57694 0.4162
H 1.54378 1.64628 -0.58468 0.2900
H 0.00212 1.31503 -1.40515 0.2223
H 0.27132 -1.19043 -0.88807 0.2294
H 2.87348 0.13518 -0.01405 0.3033
H 2.01527 -1.11056 1.34222 0.2952
```